Record 1
{"formula": "C7H10", "method": "wB97M-V/def2-TZVPD", "smiles": "C1C[C@H]2[C@@H]1[C@H]1C[C@@H]21", "de_lowest_kcal_mol": 64.12, "lumo_ev": 1.23, "homo_energy_ev": -9.003, "total_charge": 0, "energy_ev": -7418.25437, "gap_ev": 10.2360, "symbols": ["C", "C", "C", "C", "C", "C", "C", "H", "H", "H", "H", "H", "H", "H", "H", "H", "H"], "xyz": [[1.08, -0.20, 1.12], [1.70, 0.27, -0.22], [0.45, -0.24, -0.98], [0.03, -1.01, 0.30], [-1.40, -0.48, 0.16], [-1.49, 1.00, 0.24], [-0.96, 0.39, -1.02], [1.74, -0.77, 1.78], [0.63, 0.61, 1.70], [2.09, 1.28, -0.33], [2.49, -0.44, -0.49], [0.66, -0.74, -1.93], [0.15, -2.10, 0.34], [-2.28, -1.11, 0.25], [-2.51, 1.37, 0.13], [-0.89, 1.61, 0.91], [-1.48, 0.56, -1.96]], "mulliken_charge": [-0.934, -0.511, -0.370, 0.152, -0.454, -0.677, -0.317, 0.313, 0.185, 0.320, 0.271, 0.424, 0.476, 0.381, 0.254, 0.129, 0.359]}

***

Record 2
{"formula": "C3H8BF2NO6P2SV", "method": "wB97M-V/def2-TZVPD", "de_lowest_kcal_mol": 20.39, "multiplicity": 4, "lumo_ev": [-0.21, -0.43], "homo_energy_ev": [-7.361, -7.674], "total_charge": 0, "energy_ev": -78233.76834, "gap_ev": [7.1481, 7.2396], "symbols": ["V", "N", "C", "C", "P", "O", "O", "O", "P", "O", "O", "O", "H", "H", "H", "H", "H", "H", "H", "H", "S", "C", "F", "B", "F"], "xyz": [[-0.30, -1.33, 1.19], [-1.12, 0.64, -1.88], [0.06, 0.85, -1.01], [0.93, 2.00, -1.45], [0.87, -0.83, -0.98], [1.96, -0.63, -2.14], [1.52, -1.28, 0.28], [-0.28, -1.68, -1.47], [-0.61, 1.09, 0.71], [-1.36, 2.51, 0.47], [0.44, 1.14, 1.74], [-1.69, 0.03, 0.86], [-1.03, 1.07, -2.80], [-1.98, 0.94, -1.41], [-1.09, -0.48, -1.95], [1.36, 1.83, -2.44], [1.75, 2.09, -0.74], [0.36, 2.93, -1.44], [2.57, -1.37, -2.18], [-1.47, 2.94, 1.31], [-1.07, -4.29, 2.67], [-0.69, -2.88, 2.03], [1.38, -2.05, 3.39], [0.09, -1.86, 3.11], [-0.61, -1.37, 4.13]], "mulliken_spin": [2.558, 0.005, -0.021, 0.003, 0.037, 0.000, 0.006, 0.000, 0.036, -0.001, -0.014, 0.021, 0.001, 0.000, 0.004, 0.001, 0.000, 0.000, 0.000, 0.001, 0.309, -0.026, 0.031, 0.032, 0.018]}

***

Record 3
{"formula": "C2H3Cl2NS", "method": "wB97M-V/def2-TZVPD", "smiles": "S/N=C/C(Cl)Cl", "de_lowest_kcal_mol": 19.55, "lumo_ev": 0.54, "homo_energy_ev": -9.545, "total_charge": 0, "energy_ev": -39491.68062, "gap_ev": 10.0827, "symbols": ["S", "N", "C", "C", "Cl", "Cl", "H", "H", "H"], "xyz": [[2.37, 0.70, -1.74], [1.57, 0.04, -0.24], [0.33, 0.18, -0.41], [-0.50, -0.32, 0.79], [-1.50, -1.60, 0.17], [-1.54, 0.96, 1.50], [3.67, 0.43, -1.38], [-0.23, 0.51, -1.29], [0.20, -0.67, 1.52]], "mulliken_charge": [-0.161, -0.363, -0.044, 0.066, -0.146, -0.157, 0.172, 0.337, 0.296]}

***

Record 4
{"formula": "C20H40ClN5O5S", "method": "wB97M-V/def2-TZVPD", "smiles": "CC(=O)N(C)CCCC[C@H]1OC(=O)[C@H](CC(N)(N)N)[C@]1(CCCN)CCCCS(=O)(=O)Cl", "lumo_ev": 0.27, "homo_energy_ev": -9.115, "total_charge": 0, "energy_ev": -62434.47963, "gap_ev": 9.3853, "symbols": ["C", "C", "O", "N", "C", "C", "C", "C", "C", "C", "O", "C", "O", "C", "C", "C", "N", "N", "N", "C", "C", "C", "C", "N", "C", "C", "C", "C", "S", "O", "O", "Cl", "H", "H", "H", "H", "H", "H", "H", "H", "H", "H", "H", "H", "H", "H", "H", "H", "H", "H", "H", "H", "H", "H", "H", "H", "H", "H", "H", "H", "H", "H", "H", "H", "H", "H", "H", "H", "H", "H", "H", "H"], "xyz": [[-5.19, 0.79, 2.86], [-4.39, 1.63, 1.91], [-4.30, 2.85, 2.05], [-3.80, 0.92, 0.83], [-3.57, 1.74, -0.35], [-2.68, 0.07, 1.23], [-1.77, 0.61, 2.35], [-1.12, 1.97, 2.09], [0.32, 1.90, 1.60], [0.47, 1.58, 0.12], [0.64, 2.73, -0.71], [0.67, 2.22, -1.97], [0.24, 2.80, -2.96], [1.37, 0.87, -1.90], [1.01, -0.15, -2.97], [-0.42, -0.71, -2.99], [-1.33, 0.09, -2.15], [-0.46, -2.12, -2.58], [-0.83, -0.72, -4.41], [1.53, 0.55, -0.39], [2.98, 0.90, -0.02], [3.41, 0.80, 1.44], [3.58, 2.13, 2.21], [3.17, 3.32, 1.45], [1.07, -0.81, 0.13], [1.91, -2.02, -0.25], [1.43, -3.22, 0.59], [1.89, -4.57, 0.05], [0.80, -5.28, -1.18], [-0.50, -4.70, -1.10], [0.89, -6.71, -1.06], [1.68, -4.80, -2.95], [-6.17, 0.58, 2.44], [-5.31, 1.33, 3.79], [-4.72, -0.17, 3.07], [-2.54, 2.09, -0.46], [-4.21, 2.61, -0.36], [-3.80, 1.17, -1.24], [-2.07, -0.16, 0.36], [-3.08, -0.88, 1.57], [-2.34, 0.59, 3.28], [-0.98, -0.12, 2.48], [-1.07, 2.49, 3.05], [-1.71, 2.61, 1.44], [0.73, 2.90, 1.74], [0.89, 1.23, 2.22], [-0.48, 1.15, -0.19], [2.38, 1.15, -2.21], [1.74, -0.95, -2.95], [1.16, 0.35, -3.92], [-1.73, 0.83, -2.72], [-2.12, -0.49, -1.89], [-1.17, -2.57, -3.14], [-0.78, -2.21, -1.62], [-1.83, -0.88, -4.45], [-0.71, 0.22, -4.79], [3.56, 0.15, -0.56], [3.25, 1.85, -0.46], [4.39, 0.32, 1.45], [2.77, 0.14, 2.02], [4.61, 2.25, 2.56], [2.98, 2.10, 3.11], [3.97, 3.71, 0.97], [2.86, 4.05, 2.08], [0.03, -0.94, -0.17], [1.07, -0.77, 1.22], [2.95, -1.87, -0.01], [1.80, -2.31, -1.29], [0.34, -3.23, 0.60], [1.82, -3.16, 1.60], [1.95, -5.33, 0.82], [2.87, -4.50, -0.42]], "mulliken_charge": [-1.243, 0.704, -0.579, 0.195, -0.863, 0.206, -0.670, -1.486, -1.395, 2.089, -0.529, 0.047, -0.674, -0.873, -2.473, 0.586, -0.705, -0.291, -0.824, 3.367, -1.870, -0.863, -1.062, -0.467, -1.401, -0.409, -0.766, -1.201, 1.170, -0.535, -0.613, -0.187, 0.349, 0.327, 0.329, 0.175, 0.428, 0.329, -1.149, 0.426, 0.487, 0.505, 0.451, 0.771, 0.524, 0.103, -0.566, 0.670, 0.398, 0.695, 0.368, 0.440, 0.294, 0.203, 0.343, 0.302, 0.748, 0.835, 0.695, 0.212, 0.359, 0.381, 0.211, 0.211, -0.452, 0.775, 0.686, -0.139, 0.535, 0.425, 0.460, 0.469]}